20
Properties=species:S:1:pos:R:3:forces:R:3 method="wB97M-V/def2-TZVPD" lumo_energy_ev=0.59 homo_lumo_gap_ev=9.382 de_lowest_kcal_mol=59.06
O -3.5615 1.4765 0.7110 1.83 0.13 -0.06
O -2.3987 -0.1795 1.7761 1.71 1.84 -0.51
N 1.6301 0.6002 -1.6638 -0.06 -1.89 -0.77
N 0.7434 -1.5502 -2.7900 1.90 0.15 1.15
N 1.4437 -1.6271 -0.5925 0.07 2.50 -2.73
C -2.5210 1.1275 1.2134 -2.41 -2.35 2.11
C -1.3035 1.7952 1.7540 -0.36 2.31 -5.96
C 1.5676 -1.1481 0.7510 -3.90 4.80 -0.96
C 1.3911 -0.8274 -1.6476 -1.28 -2.78 1.69
H 0.9961 -2.5578 -2.7125 -0.57 0.95 0.75
H 0.4941 -1.0909 1.1768 1.22 -0.55 -0.52
H 2.0461 -1.8128 1.3254 2.19 -2.16 2.18
H 0.9549 1.0629 -1.0826 -0.10 0.32 0.09
H -1.2187 2.8342 1.3669 -0.25 -0.54 0.55
H -0.4927 1.2719 1.3119 1.03 -0.61 0.00
H 1.1478 -1.3638 -3.6845 0.25 1.01 -0.75
H -1.2969 1.7311 2.7383 0.08 -0.27 4.47
H 1.8180 -0.0189 0.9638 0.57 -1.98 -0.71
H 1.6977 1.0220 -2.5948 -0.32 -0.39 0.57
H -3.1377 -0.7451 1.6796 -1.60 -0.52 -0.60

49
Properties=species:S:1:pos:R:3:forces:R:3 method="wB97M-V/def2-TZVPD" lumo_energy_ev="4.07 / 4.08" homo_lumo_gap_ev="5.860 / 5.872" de_lowest_kcal_mol=0.00 total_charge=-2 spin_multiplicity=2 s2=0.761
Sb 4.7111 -0.0649 2.9432 -0.28 0.10 -0.61
Se 5.5069 1.6170 4.4101 0.27 0.28 0.34
Se 2.4735 1.1250 1.9036 0.37 0.49 0.37
Se 3.2361 -1.7584 3.8112 -0.12 -0.25 0.27
Se 6.0217 -0.6126 0.9875 0.17 -0.06 0.04
Co 0.9557 0.0908 0.1280 -0.21 -0.58 -0.07
Cl 3.2820 2.9959 1.0312 -0.18 -0.23 -0.03
S 1.8745 0.7794 -1.9464 -0.08 -0.08 0.08
F 0.9870 2.0507 -4.8426 0.00 0.02 0.01
F 2.0566 0.1915 -5.1052 0.02 -0.01 -0.01
F 0.2560 0.5711 -6.2301 -0.02 -0.01 -0.02
O -3.5431 0.5679 2.9987 0.11 -0.09 -0.04
O -0.4372 1.5140 0.3117 0.08 -0.06 -0.04
N -0.2726 -0.6397 -1.6796 -0.11 0.18 0.09
N 1.8979 -1.6812 0.3556 -0.24 0.07 0.00
N -1.3410 -0.0429 1.7498 0.07 -0.07 0.03
N -0.2255 -0.7375 1.3910 0.03 0.22 -0.16
C 1.2298 -2.5135 1.1918 -0.19 0.18 -0.02
C 1.6968 -3.7655 1.5151 0.19 -0.15 -0.23
C -3.6517 4.0753 0.7972 0.01 -0.02 0.02
C 2.9252 -4.1652 0.9913 -0.24 -0.06 0.06
C -2.0250 -1.0088 -3.2527 0.05 0.01 0.01
C 0.4717 0.0282 -2.5922 0.07 0.05 0.07
C 3.6275 -3.2976 0.1899 0.06 0.19 -0.09
C -4.6049 2.5762 2.4255 0.05 -0.03 -0.01
C 3.0773 -2.0500 -0.1108 0.06 -0.18 0.05
C 0.8293 0.7261 -5.0045 -0.01 0.03 0.03
C -0.0029 -1.9418 1.7415 0.21 -0.05 -0.04
C -1.3332 1.1299 1.1113 -0.16 0.12 0.04
C -1.2443 -0.4154 -4.2369 -0.02 -0.01 -0.01
C -2.5885 3.2057 0.6394 0.02 0.00 0.03
C -1.4706 -1.1066 -1.9870 0.04 -0.12 -0.04
C 0.0026 0.0904 -3.9285 0.02 -0.02 -0.06
C -2.5078 2.0150 1.3590 0.06 -0.02 -0.05
C -4.6603 3.7494 1.6992 -0.04 0.04 -0.01
C -3.5332 1.6933 2.2660 -0.02 0.05 -0.03
H -2.0047 -1.5951 -1.1764 -0.02 0.03 0.01
H -3.6933 4.9967 0.2314 0.00 0.00 0.00
H 4.6158 -3.5306 -0.1767 0.01 0.00 0.00
H -5.3801 2.3102 3.1327 -0.01 0.00 0.00
H 1.1396 -4.3938 2.1958 0.00 0.02 0.03
H -3.0146 -1.3885 -3.4618 0.00 -0.01 -0.01
H -1.6106 -0.3398 -5.2520 0.00 0.00 0.00
H -1.7780 3.4224 -0.0442 0.00 0.00 0.00
H 3.3372 -5.1321 1.2503 0.01 0.01 0.01
H -5.5002 4.4209 1.8382 0.00 0.00 0.00
H -2.7249 0.0560 2.7439 -0.05 0.03 0.01
H -0.6596 -2.4912 2.4076 -0.03 0.01 -0.01
H 3.5962 -1.3262 -0.7213 0.03 -0.02 -0.02

86
Properties=species:S:1:pos:R:3:forces:R:3 method="wB97M-V/def2-TZVPD" lumo_energy_ev="-3.53 / -3.41" homo_lumo_gap_ev="6.679 / 6.699" de_lowest_kcal_mol=9.11 total_charge=+1 spin_multiplicity=2 s2=0.765
Re -0.4749 -0.2121 0.1927 -0.03 0.65 0.20
P 0.3061 -0.3671 2.4699 -0.10 -0.54 -0.38
N -0.7959 1.5158 -0.5626 -0.08 0.10 -0.19
N -1.1198 -1.5779 -0.9931 -0.33 -0.49 0.26
C -2.6270 -3.1734 2.6196 0.00 -0.04 -0.06
C 4.2644 -1.3021 3.0049 -0.15 0.04 0.03
C -3.0642 -3.1095 -0.7462 0.01 -0.14 -0.01
C -2.5094 -1.8325 -0.7300 0.37 0.10 -0.13
C -2.9366 2.6520 -0.0947 -0.07 -0.01 -0.04
C 2.9091 -1.0286 3.2939 0.18 -0.06 0.04
C 0.3865 1.9989 5.7542 -0.02 -0.04 -0.04
C -4.6163 -0.9386 0.0504 0.10 0.02 -0.05
C -0.2485 3.8071 -3.4204 0.00 -0.02 0.03
C -0.4392 -0.5968 5.1610 0.01 0.05 0.10
C -1.6405 2.3067 0.2905 0.05 0.04 -0.13
C 2.4744 -0.6268 0.9270 0.04 0.08 -0.06
C -0.5612 -1.9627 2.3243 0.03 -0.16 0.18
C -0.9572 -2.7382 -3.1090 0.07 -0.02 -0.16
C -5.1670 -2.2073 0.0349 0.05 -0.05 0.00
C 2.0862 -0.1087 -1.3873 0.16 -0.09 -0.07
C 0.0578 0.2255 4.1555 -0.12 0.22 -0.11
C -0.6257 -4.3456 1.9503 0.05 0.10 0.00
C -0.6426 1.0981 -2.9804 -0.06 -0.02 -0.15
C 1.5547 -0.2826 -0.1289 0.08 -0.21 0.10
C -1.9388 -1.9772 2.6087 0.07 -0.05 0.02
C -3.2753 3.7323 2.0331 -0.04 -0.03 -0.09
C -0.1186 1.1795 6.7560 0.00 -0.01 -0.01
C 3.8413 -0.8626 0.6527 0.10 -0.02 0.02
C 0.4731 1.5243 4.4557 0.01 -0.01 0.04
C -0.4543 1.5757 -4.2719 -0.02 -0.04 0.05
C 0.7445 -3.1313 -1.4559 0.07 -0.09 0.02
C -0.4270 -2.5023 -1.8445 -0.26 0.25 0.04
C -0.3057 -3.5920 -3.9850 -0.01 0.00 0.02
C 0.8756 -4.2162 -3.6039 -0.01 0.02 0.05
C -0.5248 -0.1134 6.4608 -0.01 -0.02 -0.03
C 3.4577 -0.3087 -1.6597 -0.09 0.03 -0.04
C -1.1515 2.7332 1.5176 -0.03 0.11 0.12
C 2.0466 -0.7189 2.2776 0.05 0.11 0.02
C 4.7117 -1.2163 1.7172 -0.04 0.02 -0.08
C 1.3950 -3.9840 -2.3385 -0.02 0.02 -0.02
C -1.9681 -4.3561 2.2888 -0.08 -0.01 -0.02
C 4.3127 -0.7028 -0.6727 0.03 0.00 0.04
C -0.6183 1.9765 -1.9076 0.08 0.12 0.34
C -3.2982 -0.7494 -0.3582 -0.25 0.05 0.06
C -0.2561 2.9283 -4.4976 0.00 0.02 0.04
C -3.7466 3.3595 0.7744 0.02 0.02 0.06
C -0.4288 3.3367 -2.1299 0.08 0.14 -0.06
C 0.0853 -3.1508 1.9855 0.04 -0.01 0.10
C -4.3869 -3.2852 -0.3810 -0.01 0.02 0.02
C -1.9759 3.4274 2.3980 0.09 -0.02 -0.06
H -6.1991 -2.3593 0.3204 0.00 -0.01 0.00
H -0.1220 -5.2652 1.6835 0.00 0.01 -0.01
H -1.5885 3.7490 3.3561 0.00 -0.01 0.00
H 5.7552 -1.4009 1.4910 -0.01 0.00 -0.01
H -0.0952 4.8658 -3.5832 0.00 -0.01 -0.01
H -5.2124 -0.0816 0.3372 0.00 0.00 0.01
H 1.3838 -4.8823 -4.2879 0.00 0.00 0.00
H 3.8230 -0.1680 -2.6691 -0.02 0.00 0.00
H -2.5150 -5.2906 2.2843 0.00 0.02 0.01
H -0.4137 4.0221 -1.2913 -0.01 -0.01 -0.02
H 0.7141 3.0039 5.9846 0.00 0.00 0.00
H -3.2965 2.3637 -1.0761 0.00 0.03 0.02
H -0.7222 -3.7663 -4.9687 0.01 0.00 0.01
H 0.8850 2.1604 3.6811 0.01 -0.01 0.01
H -2.4492 -1.0540 2.8610 0.00 0.01 -0.02
H -4.7513 3.6248 0.4725 0.00 0.00 0.00
H -1.8764 -2.2463 -3.4058 0.00 -0.01 0.02
H -0.1897 1.5492 7.7704 0.00 -0.01 0.00
H -3.9159 4.2797 2.7114 0.00 0.00 -0.01
H -2.9168 0.2606 -0.4502 -0.02 -0.07 0.00
H -0.9082 -0.7537 7.2441 0.00 0.00 0.00
H 1.4421 0.1619 -2.2128 0.02 -0.03 -0.01
H -3.6792 -3.1879 2.8696 0.00 0.00 -0.01
H -0.7527 -1.6092 4.9434 0.00 0.00 -0.01
H 5.3605 -0.8805 -0.8841 -0.01 0.00 0.01
H -0.1140 3.2987 -5.5039 0.00 0.00 0.01
H -0.4732 0.8805 -5.1014 0.00 0.01 0.00
H 1.1493 -3.1426 1.7817 0.00 0.00 0.02
H -2.4601 -3.9564 -1.0454 0.00 0.01 0.01
H 1.1504 -2.9579 -0.4694 0.01 0.03 -0.05
H -0.1086 2.5607 1.7463 0.00 -0.06 0.01
H 4.9435 -1.5621 3.8054 -0.01 0.01 0.00
H -0.8171 0.0452 -2.8122 -0.01 -0.04 0.01
H -4.8158 -4.2791 -0.4132 0.00 0.02 0.00
H 2.5600 -1.0608 4.3197 -0.01 0.00 -0.01
H 2.3131 -4.4669 -2.0294 -0.01 -0.01 -0.01

67
Properties=species:S:1:pos:R:3:forces:R:3 method="wB97M-V/def2-TZVPD" lumo_energy_ev=-0.56 homo_lumo_gap_ev=8.342 de_lowest_kcal_mol=17.84
S 2.6559 -1.5064 1.8249 0.18 0.00 0.23
O 2.4662 2.5653 -0.9864 -0.12 0.05 -0.17
O -1.0370 2.2821 1.2880 0.00 -0.21 0.30
O 3.5652 -2.5452 1.4387 -0.31 -0.19 -0.12
O 3.1688 -0.1809 2.0302 -0.34 0.07 0.10
N -1.4482 -1.1053 -2.4143 -0.42 -0.06 -0.44
N -0.1776 3.3478 -0.5200 0.00 0.16 -0.15
N 1.9429 -1.9797 3.2374 0.64 0.31 -0.85
N -3.7350 -0.8865 -5.8174 0.04 -0.30 -0.46
C 1.1474 -2.4749 -0.2931 -0.09 -0.25 -0.27
C -0.2735 -0.0798 -0.5632 -0.13 -0.34 -0.24
C -0.5354 -1.1764 -1.4326 0.32 0.44 0.59
C -0.7344 2.2951 0.1111 -0.13 0.21 -0.48
C 0.7039 -0.2158 0.4391 0.13 0.01 0.01
C 1.1332 -1.0228 3.9535 -0.38 0.66 0.09
C -2.1155 0.0102 -2.6004 0.38 -0.18 0.28
C -1.8958 1.1691 -1.8150 0.28 0.02 0.34
C 1.8330 4.6964 -0.0894 -0.08 -0.49 0.06
C -0.3546 -1.1371 3.6166 0.15 -0.24 0.29
C -2.3129 -2.7073 3.4291 0.27 -0.01 0.20
C 2.6837 3.4412 0.0997 0.11 0.27 0.03
C 0.1962 -2.3757 -1.2708 0.18 0.00 0.21
C 3.0375 0.5814 -2.1882 0.05 0.35 0.31
C 1.3881 -1.3892 0.5577 0.47 0.31 0.48
C -4.8085 -0.1133 -5.8022 -0.25 0.23 0.10
C 0.3534 4.4716 0.2189 0.07 0.36 0.17
C -0.9862 1.1225 -0.7925 -0.26 -0.22 -0.12
C 1.5021 -3.3494 3.3359 -0.17 -0.70 -0.27
C -3.0946 0.0122 -3.6923 -0.44 0.06 -0.42
C -2.9063 -0.8254 -4.7962 0.21 0.12 0.41
C -0.8407 -2.5759 3.8071 -0.18 0.07 -0.37
C 0.0278 -3.5129 2.9632 0.10 0.10 0.40
C -4.2325 0.8168 -3.6869 0.19 -0.16 -0.07
C 3.3724 1.4771 -1.0068 0.16 -0.29 -0.08
C -5.1021 0.7560 -4.7620 0.02 -0.04 -0.01
H -0.0131 -3.1898 -1.9464 -0.01 -0.09 -0.07
H 3.7111 -0.2703 -2.2002 0.07 -0.13 -0.05
H 2.0156 0.2194 -2.1112 -0.11 -0.09 0.00
H -2.9231 -2.0449 4.0381 -0.13 0.07 0.04
H 4.3990 1.8632 -1.1051 -0.08 -0.04 0.06
H -0.5292 -0.8320 2.5835 -0.08 0.04 0.02
H 3.1403 1.1339 -3.1190 0.02 0.01 -0.12
H -0.9171 -0.4601 4.2610 -0.04 0.07 -0.02
H -2.6573 -3.7281 3.5780 -0.10 -0.11 -0.01
H 3.7471 3.7229 0.1337 -0.09 -0.05 0.03
H 2.1505 -3.9338 2.6826 -0.06 -0.17 0.19
H -2.0369 -1.4662 -4.8392 0.08 -0.01 0.06
H -0.2147 5.3756 -0.0306 0.04 -0.07 0.15
H -0.7207 -2.8486 4.8623 0.03 -0.01 0.03
H 1.6590 -3.6794 4.3696 0.05 0.01 -0.07
H 0.2032 3.2080 -1.4443 -0.06 -0.21 0.09
H 2.2097 5.4844 0.5630 0.00 0.07 -0.04
H 0.9276 0.6063 1.0997 0.01 0.15 0.07
H -0.2704 -4.5503 3.1250 -0.02 -0.05 -0.05
H -5.9942 1.3625 -4.7870 -0.08 0.03 -0.02
H -0.1149 -3.2804 1.9053 -0.06 -0.05 -0.02
H 3.3122 0.9169 -0.0637 0.04 0.13 -0.12
H -2.4355 2.0796 -2.0255 -0.04 0.09 -0.01
H 1.9443 5.0231 -1.1254 0.10 0.10 -0.01
H -5.4613 -0.2017 -6.6606 -0.11 0.07 -0.03
H 1.5233 -0.0353 3.7068 -0.09 0.04 0.24
H 0.2045 4.2495 1.2793 0.00 0.09 -0.13
H 1.7425 -3.3652 -0.1620 0.02 -0.15 -0.08
H 1.2823 -1.1979 5.0257 0.04 0.03 -0.07
H -2.4606 -2.4434 2.3838 -0.04 0.03 -0.14
H 2.4414 2.9379 1.0475 0.02 0.03 -0.01
H -4.4512 1.4594 -2.8461 0.00 0.07 0.06

43
Properties=species:S:1:pos:R:3:forces:R:3 method="wB97M-V/def2-TZVPD" lumo_energy_ev="-4.08 / -3.14" homo_lumo_gap_ev="7.061 / 8.016" total_charge=+1 spin_multiplicity=7 s2=12.019
Eu -0.1578 -0.2223 -0.0904 0.75 -0.44 -3.51
S -1.6691 1.5156 -1.3687 0.09 0.54 -0.13
O -0.9659 -1.7310 3.0682 0.18 -0.13 -0.15
O -0.6630 0.0610 1.8078 -1.16 0.49 3.66
N -2.2668 -1.0327 -0.9822 -0.41 0.28 -0.04
C 2.2380 0.1733 -2.4583 -0.34 0.01 -0.06
C -2.7939 0.1967 -1.2081 0.03 -0.31 -0.02
C 2.5452 1.4025 3.2634 -0.09 -0.06 -0.06
C -4.4735 -1.9532 -0.9579 0.00 0.00 -0.03
C -1.4121 -0.8615 4.1343 -0.15 0.21 0.16
C 2.2154 0.4927 -0.9668 0.65 0.26 -0.13
C -4.1748 0.3982 -1.2916 -0.05 -0.07 0.03
C 1.8684 2.0051 0.9100 0.16 -0.05 -0.04
C 2.6315 -0.4784 -0.0380 0.46 0.28 -0.09
C -3.1096 -2.0749 -0.8622 0.11 -0.17 0.06
C 1.8116 1.7371 -0.4592 0.41 -0.09 -0.09
C 1.7179 1.3151 -3.3308 0.21 -0.06 0.03
C 1.4118 -1.0950 -2.7457 0.18 0.21 0.05
C -0.5996 -1.2164 1.9385 -0.39 -0.50 0.80
C 2.6933 -0.1978 1.3242 -0.02 0.08 -0.10
C 2.3326 1.0572 1.8201 0.04 0.06 -0.12
C -5.0163 -0.6836 -1.1665 0.08 -0.04 0.04
H 3.5833 1.7107 3.4047 -0.01 0.00 0.04
H -2.6496 -3.0388 -0.6815 0.01 0.01 0.01
H 1.9062 2.2261 3.5752 -0.02 -0.02 0.03
H 0.6724 1.5340 -3.1082 -0.01 0.05 -0.02
H 2.3673 0.5402 3.9045 -0.02 0.03 0.04
H -6.0896 -0.5551 -1.2158 0.01 0.03 -0.05
H 0.3425 -0.9049 -2.5574 0.05 -0.12 -0.22
H -1.8825 -1.5079 4.8663 0.05 -0.05 -0.02
H 1.4967 -1.3517 -3.8001 -0.12 -0.06 0.00
H 1.7529 -1.9579 -2.1706 -0.07 -0.02 0.01
H 3.0385 -1.4195 -0.3891 -0.19 -0.07 -0.03
H 3.0960 -0.9369 2.0062 -0.09 -0.07 -0.02
H -0.5604 -0.3461 4.5736 0.02 -0.03 -0.03
H -2.1254 -0.1317 3.7586 0.02 -0.04 -0.02
H 1.6295 3.0008 1.2631 -0.16 -0.04 -0.01
H -5.1016 -2.8272 -0.8685 0.01 0.00 0.02
H -4.5441 1.4007 -1.4508 -0.02 -0.01 -0.01
H 3.2769 -0.0239 -2.7351 0.02 -0.06 0.08
H 1.5323 2.5336 -1.1340 -0.15 -0.05 -0.02
H 1.7839 1.0276 -4.3794 -0.01 0.01 0.00
H 2.3113 2.2203 -3.2020 -0.03 0.03 -0.02

20
Properties=species:S:1:pos:R:3:forces:R:3 method="wB97M-V/def2-TZVPD" lumo_energy_ev=-7.59 homo_lumo_gap_ev=9.613 total_charge=+2
Ba -0.0834 0.6814 -0.0975 -0.53 0.95 -0.69
O -1.9341 -0.3041 -3.8205 1.23 0.71 2.50
O -4.1526 0.1714 -0.0426 3.30 0.49 -0.09
O 0.9153 3.6086 -2.8992 -1.16 -2.63 2.34
O -3.2488 2.7383 -2.1351 2.92 -1.33 1.66
O -1.9680 3.8412 1.7607 1.40 -2.73 -1.75
N 1.8527 -3.1318 1.6098 -0.11 1.95 -0.86
N 0.3432 -1.7219 0.7112 1.91 -0.76 0.43
N 1.4806 -1.0033 0.9990 0.11 -2.34 0.72
N 3.5127 -1.4712 2.1085 -0.93 -0.12 -0.51
N 2.3247 -1.8775 1.5050 -0.74 -0.26 0.43
C -1.4332 -0.0381 -2.8322 -1.10 -1.00 -2.66
C -2.3277 2.3069 -1.6017 -3.05 1.93 -1.94
C 0.6292 -2.9908 1.0640 0.38 0.44 0.15
C 0.5841 2.7911 -2.1670 1.44 2.83 -2.54
C -3.0193 0.3258 -0.0598 -3.76 -1.01 0.48
C -1.4952 2.9552 1.2121 -1.48 3.03 2.10
H -0.0200 -3.8380 0.8900 -0.05 0.16 0.20
H 4.0901 -2.2894 2.2601 0.12 -0.08 -0.04
H 3.9494 -0.7538 1.5353 0.10 -0.23 0.08